No. 1
{"formula": "C6H7N", "method": "the ωB97M-V functional and the def2-TZVPD basis", "de_lowest_ev": 1.4420, "homo_lumo_gap_ev": 9.016, "smiles": "Nc1ccccc1", "e_tot_ev": -7824.205, "largest_force_ev_per_a": 4.13, "multiplicity": 1, "e_lumo_ev": 1.094, "charge": 0, "elements": ["N", "C", "C", "C", "C", "C", "C", "H", "H", "H", "H", "H", "H", "H"], "coordinates": [[-2.131, 0.431, 0.946], [-0.813, 0.276, 0.497], [-0.731, -0.356, -0.808], [0.491, -0.690, -1.415], [1.616, -0.722, -0.666], [1.545, 0.087, 0.447], [0.423, 0.738, 0.969], [-2.387, 1.068, 1.763], [-2.743, 0.370, 0.202], [-1.539, -0.890, -1.201], [0.412, -1.111, -2.322], [2.577, -1.027, -0.964], [2.564, 0.312, 0.911], [0.715, 1.515, 1.641]], "lowdin_charge": [0.0795, -0.2923, -0.0335, -0.0973, -0.1153, -0.1210, -0.0494, 0.1326, 0.0434, 0.0854, 0.0635, 0.0879, 0.1243, 0.0921]}

***

No. 2
{"formula": "C6H7N", "method": "the ωB97M-V functional and the def2-TZVPD basis", "de_lowest_ev": 5.1137, "homo_lumo_gap_ev": 10.209, "smiles": "C=CCCC1=C=N1", "e_tot_ev": -7820.534, "largest_force_ev_per_a": 3.83, "multiplicity": 1, "e_lumo_ev": 0.716, "charge": 0, "elements": ["C", "C", "C", "C", "C", "C", "N", "H", "H", "H", "H", "H", "H", "H"], "coordinates": [[1.494, -0.466, -0.186], [0.992, 0.404, 0.911], [-0.622, 0.497, 0.885], [-1.560, -0.535, -1.080], [-1.051, 0.547, -0.479], [1.799, -0.708, -1.506], [2.305, -1.446, -0.408], [1.424, 0.009, 1.795], [1.412, 1.404, 0.761], [-1.109, -0.297, 1.546], [-0.870, 1.450, 1.399], [-1.482, -1.519, -0.527], [-1.819, -0.741, -2.064], [-0.913, 1.401, -1.047]], "lowdin_charge": [-0.3775, -0.0983, -0.1974, 0.0213, -0.2356, 0.0470, 0.1603, 0.0933, 0.1244, 0.1371, 0.1129, 0.0881, 0.0331, 0.0912]}

***

No. 3
{"formula": "C6H7N", "method": "the ωB97M-V functional and the def2-TZVPD basis", "de_lowest_ev": 7.1091, "homo_lumo_gap_ev": [5.627, 9.347], "e_tot_ev": -7818.538, "largest_force_ev_per_a": 4.79, "multiplicity": 1, "e_lumo_ev": [-0.331, 0.626], "charge": 0, "elements": ["C", "C", "C", "C", "N", "C", "C", "H", "H", "H", "H", "H", "H", "H"], "coordinates": [[-0.652, 1.409, 0.658], [-0.076, -1.037, 1.129], [-0.397, 0.056, -0.034], [-1.411, -0.319, -1.026], [0.403, -1.968, 1.671], [0.938, -0.008, -0.644], [2.055, -0.029, -1.102], [1.314, -2.422, 1.673], [0.111, 1.625, 1.407], [-1.638, 1.394, 1.117], [-0.626, 2.189, -0.101], [-1.359, -1.321, -1.441], [-1.656, 0.480, -1.717], [2.995, -0.051, -1.590]], "lowdin_charge": [-0.0480, -0.0644, -0.5731, 0.0796, 0.1427, -0.1497, 0.1281, 0.0727, 0.0870, 0.0842, 0.0863, 0.0665, 0.0693, 0.0188]}

***

No. 4
{"formula": "C6H7N", "method": "the ωB97M-V functional and the def2-TZVPD basis", "de_lowest_ev": 2.1702, "homo_lumo_gap_ev": 11.233, "smiles": "C#C[C@@H](C)CC#N", "e_tot_ev": -7823.477, "largest_force_ev_per_a": 1.09, "multiplicity": 1, "e_lumo_ev": 0.797, "charge": 0, "elements": ["C", "C", "C", "C", "N", "C", "C", "H", "H", "H", "H", "H", "H", "H"], "coordinates": [[0.114, 1.699, 0.169], [-0.084, 0.198, 0.415], [-1.000, -0.388, -0.680], [-1.459, -1.749, -0.390], [-1.847, -2.812, -0.149], [1.208, -0.503, 0.450], [2.281, -1.049, 0.453], [0.524, 1.871, -0.832], [-0.841, 2.228, 0.250], [0.810, 2.120, 0.899], [-0.581, 0.060, 1.385], [-1.885, 0.250, -0.794], [-0.469, -0.390, -1.640], [3.230, -1.536, 0.462]], "lowdin_charge": [-0.0693, -0.3950, -0.1616, -0.2211, 0.1447, -0.1185, 0.1347, 0.0881, 0.0816, 0.0847, 0.1467, 0.1245, 0.1312, 0.0293]}

***

No. 5
{"formula": "C6H7N", "method": "the ωB97M-V functional and the def2-TZVPD basis", "de_lowest_ev": 1.7222, "homo_lumo_gap_ev": 10.208, "smiles": "N#CC1CC=CC1", "e_tot_ev": -7823.925, "largest_force_ev_per_a": 2.09, "multiplicity": 1, "e_lumo_ev": 0.794, "charge": 0, "elements": ["N", "C", "C", "C", "C", "C", "C", "H", "H", "H", "H", "H", "H", "H"], "coordinates": [[-0.808, -1.542, -2.352], [-0.602, -1.342, -1.232], [-0.149, -0.967, 0.088], [-1.094, 0.080, 0.736], [-0.257, 1.337, 0.750], [0.921, 1.182, 0.100], [1.218, -0.271, -0.167], [-0.060, -1.865, 0.696], [-1.982, 0.261, 0.096], [-1.461, -0.277, 1.694], [-0.677, 2.264, 1.135], [1.291, 1.865, -0.717], [1.544, -0.411, -1.206], [2.007, -0.705, 0.448]], "lowdin_charge": [0.1553, -0.2219, -0.2838, -0.1433, -0.0782, -0.0889, -0.1602, 0.1406, 0.1263, 0.1040, 0.1001, 0.1280, 0.1107, 0.1115]}

***

No. 6
{"formula": "C6H7N", "method": "the ωB97M-V functional and the def2-TZVPD basis", "de_lowest_ev": 5.2553, "homo_lumo_gap_ev": [7.244, 7.663], "e_tot_ev": -7820.392, "largest_force_ev_per_a": 2.87, "multiplicity": 1, "e_lumo_ev": [-0.700, -0.856], "charge": 0, "elements": ["C", "C", "C", "C", "C", "C", "N", "H", "H", "H", "H", "H", "H", "H"], "coordinates": [[0.726, -1.691, -0.063], [2.057, -1.393, 0.225], [2.211, -0.011, 0.033], [0.884, 0.601, 0.433], [-0.026, -0.563, 0.003], [-1.482, -0.333, -0.264], [3.250, 0.548, -0.362], [0.530, -2.752, -0.464], [0.926, 0.650, 1.568], [0.517, 1.593, -0.097], [-1.583, 0.159, -1.280], [-2.098, 0.165, 0.546], [-2.209, -1.227, -0.319], [3.346, 1.551, -0.366]], "lowdin_charge": [-0.0988, 0.0683, -0.4907, -0.0849, -0.2686, -0.0711, 0.1641, 0.1361, 0.1452, 0.1556, 0.1033, 0.0909, 0.0968, 0.0537]}